[1]
# C8H8N2

C8H8N2 in the gas phase (ωB97M-V/def2-TZVPD, the OMol25 dataset).

Positions of all 18 atoms, in Å:
C  2.126  2.093  0.394
C  1.008  2.842  0.853
C  0.819  0.359  0.047
C  -0.286  1.125  0.374
C  0.336  -1.054  -0.378
C  1.099  -1.961  -0.966
C  -1.577  0.344  0.193
C  -1.176  -1.091  0.085
N  2.037  0.813  0.078
N  -0.197  2.432  0.736
H  3.191  2.396  0.481
H  1.088  3.830  1.144
H  0.763  -2.964  -1.237
H  2.081  -1.852  -1.371
H  -2.189  0.559  0.999
H  -1.905  0.798  -0.701
H  -1.883  -1.639  -0.549
H  -1.173  -1.849  0.899

The HOMO energy is -8.841 eV. The charge is 0. Its LUMO energy is 0.40 eV. Its SMILES is C=C1CCc2nccnc21. For the relative energy (zero: lowest compared OMol25 entry of this formula, charge and spin), the calculation gives 2.377 eV. The HOMO-LUMO gap comes out at 9.239 eV.

---

[2]
# C4H13N3

A 4-piece molecular cluster, C4H13N3 overall (ωB97M-V/def2-TZVPD, the OMol25 dataset).

Positions of all 20 atoms, in Å:
C  -1.826  -0.286  -1.089
C  0.856  -0.227  0.457
C  2.235  -0.861  0.577
C  0.776  1.173  1.033
N  -0.222  -0.951  0.649
N  -1.179  0.543  -1.862
N  -2.845  0.037  -0.237
H  -0.034  -1.941  0.481
H  -1.719  -1.342  -1.296
H  0.997  0.151  -1.331
H  -2.963  -0.616  0.525
H  0.211  0.303  -1.815
H  -1.403  1.518  -1.668
H  -2.856  0.993  0.093
H  3.009  -0.190  0.204
H  2.261  -1.822  0.061
H  2.462  -1.063  1.628
H  1.064  1.171  2.088
H  -0.247  1.551  1.019
H  1.423  1.858  0.484

The HOMO energy is -8.281 eV. The charge is 0. Its LUMO energy is 1.09 eV. For the relative energy (zero: lowest compared OMol25 entry of this formula, charge and spin), the calculation gives 3.192 eV. The HOMO-LUMO gap comes out at 9.373 eV.

---

[3]
# BrMg2

BrMg2 as an isolated structure (ωB97M-V/def2-TZVPD, the OMol25 dataset).

Positions of all 3 atoms, in Å:
Mg  0.133  -1.347  -1.801
Mg  0.345  1.593  1.470
Br  -0.479  -0.246  0.331

The HOMO energy (alpha / beta) is -34.932 / -34.485 eV. The charge is +4. Its LUMO energy (alpha / beta) is -21.65 / -26.58 eV. The HOMO-LUMO gap (alpha / beta) comes out at 13.280 / 7.909 eV. Its multiplicity is 2.

---

[4]
# C4H8O

C4H8O in the gas phase (ωB97M-V/def2-TZVPD, the OMol25 dataset).

Positions of all 13 atoms, in Å:
C  -1.395  0.643  0.362
C  -0.733  -0.671  -0.064
C  0.666  -0.482  -0.630
C  1.710  0.267  0.074
O  1.745  -1.150  0.013
H  -2.472  0.514  0.510
H  -0.971  1.009  1.303
H  -1.257  1.430  -0.390
H  -1.353  -1.179  -0.814
H  -0.665  -1.350  0.794
H  0.737  -0.502  -1.720
H  2.485  0.781  -0.495
H  1.502  0.691  1.057

The HOMO energy is -10.185 eV. The charge is 0. Its LUMO energy is 1.14 eV. Its SMILES is CC[C@H]1CO1. For the relative energy (zero: lowest compared OMol25 entry of this formula, charge and spin), the calculation gives 1.299 eV. The HOMO-LUMO gap comes out at 11.330 eV.

---

[5]
# C12H28NO13P2S2

A 3-piece molecular cluster, C12H28NO13P2S2 overall (ωB97M-V/def2-TZVPD, the OMol25 dataset).

Positions of all 58 atoms, in Å:
C  1.129  -0.440  -0.465
C  -0.159  0.312  0.275
C  0.457  1.163  1.572
C  -0.450  2.487  1.926
S  0.630  3.759  2.779
O  1.903  3.047  3.325
O  -0.172  4.220  4.058
N  0.949  5.202  1.847
S  1.955  4.882  0.452
O  2.496  6.276  -0.047
O  3.216  4.033  0.767
P  0.736  3.939  -1.037
P  1.033  4.764  -3.032
O  0.682  6.309  -3.166
O  2.623  4.497  -3.710
O  -0.094  3.918  -4.112
H  0.777  -1.335  -1.140
H  1.796  0.324  -1.080
H  1.766  -0.910  0.409
H  -0.978  -0.453  0.655
H  -0.711  1.065  -0.464
H  0.534  0.397  2.482
H  1.577  1.412  1.280
H  -1.279  2.127  2.700
H  -1.032  2.923  1.009
H  -0.636  4.273  -0.678
H  3.291  4.239  -3.009
H  -0.764  3.432  -3.515
C  2.650  -6.775  0.545
C  3.322  -5.804  -0.410
O  3.488  -4.519  0.201
C  4.514  -4.416  1.081
O  5.295  -5.304  1.383
O  4.506  -3.158  1.592
C  5.484  -2.942  2.606
H  1.712  -6.357  0.924
H  2.441  -7.726  0.046
H  3.282  -6.977  1.416
H  2.681  -5.658  -1.287
H  4.281  -6.189  -0.772
H  6.484  -3.225  2.263
H  5.213  -3.500  3.507
H  5.492  -1.876  2.848
C  -7.149  1.445  -0.469
C  -6.112  1.565  -1.572
O  -4.912  0.864  -1.225
C  -4.957  -0.484  -1.367
O  -5.911  -1.134  -1.766
O  -3.765  -0.990  -0.963
C  -3.710  -2.415  -0.974
H  -6.729  1.764  0.491
H  -8.027  2.056  -0.695
H  -7.475  0.408  -0.342
H  -5.839  2.618  -1.699
H  -6.502  1.215  -2.535
H  -4.002  -2.818  -1.949
H  -4.350  -2.816  -0.183
H  -2.679  -2.717  -0.772

The HOMO energy is -6.360 eV. The charge is -1. Its LUMO energy is 1.78 eV. The HOMO-LUMO gap comes out at 8.137 eV.

---

[6]
# C5H27N2O7

A 7-piece molecular cluster, C5H27N2O7 overall (ωB97M-V/def2-TZVPD, the OMol25 dataset).

Positions of all 41 atoms, in Å:
N  -0.707  1.579  0.447
C  0.650  1.502  1.068
C  1.061  0.072  1.535
N  -0.004  -0.946  1.567
C  0.276  -1.816  2.703
C  -0.053  -1.777  0.356
C  -1.468  -2.245  0.149
O  -2.161  -1.010  -0.300
H  -1.246  2.197  1.072
H  -1.123  0.644  0.313
H  -0.699  2.082  -0.427
H  0.816  2.159  1.920
H  1.423  1.755  0.357
H  1.879  -0.218  0.872
H  1.466  0.109  2.540
H  1.176  -2.441  2.637
H  0.231  -1.312  3.662
H  -0.452  -2.641  2.749
H  0.751  -2.525  0.343
H  0.176  -1.096  -0.463
H  -1.570  -3.004  -0.621
H  -2.020  -2.426  1.070
H  -3.007  -1.004  0.157
H  4.591  -0.593  1.212
H  4.559  -1.842  0.351
O  4.407  -0.893  0.323
H  -3.565  2.560  2.128
H  -3.642  2.045  0.717
O  -3.044  2.076  1.474
H  -0.876  2.833  -3.288
H  -1.290  1.608  -4.271
O  -1.168  1.931  -3.380
H  0.492  0.526  -2.334
H  1.742  0.543  -1.576
O  0.815  0.862  -1.488
H  3.885  -0.280  -2.955
H  3.725  -0.134  -1.424
O  3.233  -0.174  -2.257
H  -3.154  -0.246  -1.913
H  -2.694  0.922  -2.776
O  -3.412  0.617  -2.250

The HOMO energy is -12.167 eV. The charge is +1. Its LUMO energy is -2.31 eV. For the relative energy (zero: lowest compared OMol25 entry of this formula, charge and spin), the calculation gives 2.537 eV. The HOMO-LUMO gap comes out at 9.861 eV.

---

Number 1: total energy -419.09832 a.u.. Number 2: total energy -324.35763 a.u.. Number 3: total energy -2971.99800 a.u.. Number 4: total energy -232.39788 a.u.. Number 5: total energy -2985.91812 a.u.. Number 6: total energy -842.64604 a.u..